# 1
The following is a quantum chemistry calculation of one molecule with the formula C2H4N4, from OMol25.

Element x y z (Å)
H (0.7459, -0.7990, -2.1147)
N (0.7305, 0.1853, -1.8279)
C (0.0689, 0.2397, -0.7359)
N (-0.4771, -0.7613, -0.0698)
C (-0.4510, -0.3535, 1.3305)
N (-0.1075, 0.9400, 1.4294)
N (0.0931, 1.1736, 0.1729)
H (-0.3524, -1.7309, -0.3630)
H (-0.7323, -1.0981, 2.1571)
H (0.4819, 2.2042, 0.0215)

Results
- SMILES = [H]/N=c1\[nH]cn[nH]1
- frontier orbital gap (eV) = 8.819
- energy (eV) = -8097.1655
- E_HOMO (hartree) = -0.2952
- relative energy (zero: lowest compared OMol25 entry of this formula, charge and spin) (kcal/mol) = 49.55

# 2
The following is a quantum chemistry calculation of one molecule with the formula C2H4N4, from OMol25.

Element x y z (Å)
H (-0.9937, -0.9859, 1.7216)
N (-1.0087, -0.7637, 0.7280)
C (-0.0667, 0.0329, 0.4275)
N (0.9398, 0.5471, 1.2134)
N (0.1079, 0.5430, -0.9167)
C (-0.1793, -0.3976, -1.9240)
N (-1.2018, 0.2834, -1.7905)
H (0.7763, 0.5902, 2.2069)
H (1.4135, 1.3456, 0.8171)
H (0.2971, -1.2020, -2.4654)

Results
- SMILES = [H]/N=C(\N)N1C=N1
- frontier orbital gap (eV) = 10.619
- energy (eV) = -8096.1302
- E_HOMO (hartree) = -0.3547
- relative energy (zero: lowest compared OMol25 entry of this formula, charge and spin) (kcal/mol) = 73.42

# 3
The following is a quantum chemistry calculation of C2H4N4O as an isolated structure, from OMol25.

Element x y z (Å)
C (0.8515, -0.9443, 0.2434)
C (0.9492, 0.9755, -0.2829)
H (-2.0286, -1.0034, -0.7290)
H (-2.1531, -0.8305, 1.2083)
H (0.7496, -2.0622, 0.4833)
H (0.8372, 2.8750, -0.7681)
N (-1.6230, -1.2265, 0.2907)
N (-0.3614, -0.4670, 0.5096)
N (1.8382, -0.1440, -0.0659)
N (1.4497, 2.1662, -0.4763)
O (-0.5094, 0.6612, -0.4131)

Results
- frontier orbital gap (eV) = 9.728
- energy (eV) = -10141.6918
- E_HOMO (hartree) = -0.3497
- relative energy (zero: lowest compared OMol25 entry of this formula, charge and spin) (kcal/mol) = 125.52

# 4
The following is a quantum chemistry calculation of one molecule with the formula C2H4N4O, from OMol25.

Element x y z (Å)
H (1.1216, 0.6484, 2.7702)
N (1.2716, 0.9392, 1.8632)
C (0.5717, 0.3762, 1.0006)
N (0.7701, 0.5612, -0.3992)
C (-0.1007, -0.1805, -0.9674)
O (-0.5312, -0.3536, -2.3252)
N (-1.0406, -0.7653, -0.1338)
N (-0.6114, -0.4138, 1.1420)
H (0.0457, 0.1927, -2.8800)
H (-1.2595, -1.7974, -0.3598)
H (-1.2125, 0.3607, 1.5660)

Results
- SMILES = [H]/N=c1/nc(O)[nH][nH]1
- frontier orbital gap (eV) = 9.858
- energy (eV) = -10145.1456
- E_HOMO (hartree) = -0.3411
- relative energy (zero: lowest compared OMol25 entry of this formula, charge and spin) (kcal/mol) = 45.87